[1]
{"formula": "C4H5NO2S2", "method": "ωB97M-V/def2-TZVPD", "smiles": "O=C(SO)[C@H]1N=CCS1", "total_energy_ha": -1156.9490, "e_lumo_ev": 0.295, "de_lowest_kcal_mol": 57.5, "orbital_gap_ev": 9.037, "homo_ev": -8.74, "elements": ["C", "C", "H", "O", "H", "H", "H", "C", "S", "S", "C", "N", "O", "H"], "coordinates": [[-2.1474, -0.0807, -0.6158], [1.2107, 0.0107, -0.1811], [0.4944, -1.4388, 1.3436], [1.0846, 0.7390, -1.1295], [-3.1867, -0.2975, -0.6705], [3.8830, 1.2022, -0.4914], [-2.3034, 1.3981, 0.9616], [-0.0633, -0.8766, 0.6195], [2.7198, -0.2637, 0.7133], [-1.1839, -1.6306, -0.5409], [-1.7057, 0.5262, 0.6220], [-0.6913, 0.2053, 1.2716], [3.9610, 0.3212, -0.2621], [-2.0718, 0.1852, -1.6403]], "mulliken_charge": [-0.51, 0.55, 0.50, -0.51, 0.39, 0.32, 0.33, -0.24, 0.08, -0.18, -0.18, -0.44, -0.45, 0.33]}

[2]
{"formula": "C32H30N4O", "method": "ωB97M-V/def2-TZVPD", "total_energy_ha": -1531.5517, "e_lumo_ev": -0.144, "orbital_gap_ev": 6.813, "homo_ev": -6.96, "elements": ["H", "H", "C", "H", "C", "N", "H", "C", "H", "C", "H", "H", "H", "C", "C", "C", "C", "C", "H", "C", "H", "C", "H", "C", "H", "C", "H", "C", "H", "H", "C", "C", "N", "C", "C", "H", "C", "H", "C", "H", "C", "H", "H", "H", "C", "C", "N", "H", "C", "C", "H", "H", "C", "H", "C", "C", "O", "C", "H", "H", "C", "N", "C", "H", "C", "H", "H"], "coordinates": [[-1.1951, -3.4357, 3.7996], [-0.8265, -5.2330, 2.3954], [2.9423, 2.9082, 0.5199], [-5.3483, 0.8287, 1.1160], [2.7778, 4.9238, 1.8365], [-3.0893, -1.5354, 0.8808], [4.5377, 4.3723, -2.7197], [-1.5468, -2.7114, 3.0471], [4.4716, 4.4566, 0.5782], [-1.1562, -6.8480, 0.2635], [5.3920, 0.1496, -2.7186], [-1.4639, -7.2690, -0.6932], [-3.9042, 2.5883, 0.8447], [1.6605, 2.4791, 0.9119], [3.4956, 4.1284, 0.9486], [-0.9176, -0.3957, 0.5106], [-4.5003, 0.1547, 1.0466], [3.3552, 0.6999, -2.0997], [-0.7416, -1.9619, 2.9186], [1.0864, 1.1781, 0.3731], [1.2104, 0.0757, -2.9379], [-2.3913, -4.8359, -0.5843], [3.2207, 5.8302, 2.2472], [-4.4320, -1.1799, 0.9754], [-3.5854, -3.5106, -2.4161], [1.0657, 1.5874, -1.3790], [-5.1896, -1.9532, 0.9524], [1.5598, 4.4481, 2.3385], [1.0126, 4.9541, 3.1294], [3.5964, 2.2359, -0.0557], [6.5538, 2.5283, -2.7341], [4.6848, 0.9555, -2.4652], [-3.2060, 0.6550, 0.9451], [2.4853, 1.7986, -1.8657], [5.1486, 2.2776, -2.5048], [-1.5201, -7.5026, 1.0590], [4.2419, 3.3439, -2.4919], [-0.0643, -6.8840, 0.3028], [-1.8515, -3.4492, 1.7808], [-4.5843, -2.5436, -1.3275], [-2.9265, 2.0878, 0.9456], [-3.0090, -1.9258, -1.8804], [-2.5875, -5.3496, -1.5247], [-0.7756, 1.4120, 1.6223], [-1.4064, -4.7596, 1.6063], [-2.3427, -0.3845, 0.8450], [-0.5593, 3.5834, -0.9982], [2.1700, 3.9048, -2.0850], [-2.5691, -2.8547, 0.7413], [-1.6683, -5.4580, 0.4296], [-0.0711, 2.9849, 2.1274], [-0.3678, 0.9460, -2.7723], [2.9102, 3.1023, -2.1444], [1.8610, 0.2879, 0.2329], [0.9424, 3.3038, 1.8014], [0.4581, 0.4759, -2.2028], [-0.3872, -1.4297, 0.0237], [-2.8524, -3.5252, -0.4397], [-2.4745, 2.4164, 1.8966], [0.1240, -0.3771, -1.5523], [0.2422, 2.7608, -1.2561], [7.7089, 2.6626, -2.9041], [-3.5502, -2.8296, -1.5604], [3.0391, -0.3538, -2.0915], [-0.1933, 0.8330, 0.8399], [-2.4346, -2.1992, 3.4572], [-2.2651, 2.3762, 0.1146]], "mulliken_charge": [0.49, 0.41, -0.39, 0.42, -0.64, 0.78, 0.46, -1.48, 0.44, -1.48, 0.41, 0.36, 0.30, 0.41, -0.58, 0.96, -0.74, -0.51, 0.22, 0.31, 0.51, -1.30, 0.34, -0.56, 0.43, 2.90, 0.57, -0.52, 0.40, 0.76, -0.09, -1.08, 0.12, -0.87, 0.59, 0.34, -0.68, 0.32, 1.42, 0.30, -0.63, 0.22, 0.29, 0.17, -1.15, -0.36, -0.89, 0.33, -0.02, 0.72, 0.23, 0.25, 0.05, 0.52, -0.38, -1.44, -0.93, 0.79, 0.26, 0.30, -0.26, -0.57, -1.35, 0.42, -1.19, 0.27, 0.27]}

[3]
{"formula": "C55H72GeKN6O4", "method": "ωB97M-V/def2-TZVPD", "total_charge": -1, "total_energy_ha": -5445.3461, "e_lumo_ev": 1.204, "de_lowest_kcal_mol": 120.3, "orbital_gap_ev": 3.663, "homo_ev": -2.46, "elements": ["H", "C", "C", "C", "H", "H", "H", "C", "H", "H", "H", "N", "C", "H", "C", "H", "H", "C", "H", "C", "C", "H", "H", "H", "N", "H", "C", "C", "H", "H", "N", "C", "H", "C", "C", "H", "H", "H", "N", "C", "H", "C", "H", "C", "C", "C", "C", "H", "C", "C", "C", "C", "H", "H", "H", "H", "C", "H", "N", "C", "C", "C", "H", "C", "H", "C", "C", "C", "C", "H", "H", "H", "H", "H", "C", "H", "H", "H", "C", "H", "C", "H", "H", "H", "K", "C", "H", "C", "H", "H", "Ge", "C", "H", "H", "C", "C", "H", "C", "C", "C", "C", "C", "H", "N", "H", "C", "C", "H", "O", "H", "H", "O", "H", "H", "H", "H", "H", "C", "O", "H", "H", "H", "H", "H", "H", "H", "H", "H", "O", "C", "H", "C", "C", "C", "H", "C", "H", "H", "C"], "coordinates": [[4.6918, -6.2236, 0.1842], [-1.3682, -3.5162, 4.6728], [-2.3872, 6.8928, 2.6802], [2.5949, 2.9633, -0.9365], [2.3394, 2.8068, -1.9828], [5.9708, 0.0006, -4.5149], [2.2636, 4.2569, 1.3635], [-2.5994, 5.5840, 2.2856], [-1.7705, -3.5257, 6.7960], [-3.9981, -3.5023, 5.6752], [0.5630, -1.8996, 1.1089], [0.4958, 0.9697, 2.4350], [-3.6429, 1.3869, 3.5162], [-0.8500, -6.3813, 0.3765], [3.4230, -4.9460, -1.0171], [-3.5736, -4.4938, 2.0735], [-3.6146, -5.2836, -0.3275], [-1.6016, 3.5464, -1.9561], [-3.3160, -3.4212, -4.3430], [3.4451, 0.1420, -3.1934], [-3.2952, 7.8420, 2.2287], [-0.0412, 4.9343, -2.4699], [-4.4070, 1.5693, 2.7751], [-2.1256, 4.0088, -2.8123], [1.3936, -1.1469, -0.5987], [-3.8891, 0.7824, -4.8198], [2.5514, 2.2395, 2.0086], [-4.5830, 6.1718, 1.0204], [-3.8159, -2.1313, 6.7713], [4.9195, -5.9396, -2.2036], [-1.7290, 2.1138, -1.9743], [-4.3723, 7.4889, 1.4146], [-3.1661, 8.8789, 2.5125], [-0.1258, 3.9756, -1.9506], [-2.5145, -2.1972, -2.8124], [3.5270, -2.6863, -2.6727], [0.4299, 3.2536, -2.5467], [1.6500, -4.1069, 0.9236], [1.4001, 3.0387, -0.1250], [1.9041, 0.8575, 2.1324], [3.5000, -5.3341, 1.1293], [4.6785, 1.7000, -6.2618], [3.9278, -4.8213, -3.1333], [-2.3210, -0.8867, -2.2490], [-0.8695, -2.5392, 3.6071], [-3.1851, -2.4050, -3.9820], [-2.3121, 1.4517, 3.1384], [3.5395, 2.1246, 1.5561], [2.7308, -3.5952, -0.8827], [-3.5109, -0.0641, -4.2529], [1.7284, 3.2902, 1.2783], [-2.8789, -5.6499, 0.3945], [-2.1286, -4.1786, 4.2448], [1.8080, -5.8073, -2.1887], [-1.4076, -1.9457, 6.1421], [-3.4993, -1.7734, 2.9558], [-3.7166, -1.3383, -4.7242], [-3.1364, 2.2823, -3.4548], [-2.4526, 3.3633, 1.8799], [1.0380, 1.0554, -4.0094], [4.4216, -4.9698, -2.1732], [-1.2727, 1.1616, 4.0292], [5.6132, 2.0913, -6.6659], [-2.6645, -4.5813, 1.4688], [-0.1266, -3.0692, 2.9951], [-2.8039, 0.2070, -3.0710], [3.4362, 1.1315, -4.1672], [-1.5958, -6.0183, -0.3349], [1.2293, -2.1213, 0.2836], [-0.8458, 0.5444, 6.0239], [-2.1233, -3.0273, -2.2371], [-0.5406, -4.1705, 4.9825], [-3.2076, 0.4362, 6.7333], [2.8224, -6.9986, -1.3597], [4.7528, 3.2257, -4.2745], [6.0728, 1.1262, -3.1564], [6.8435, 1.5237, -4.6883], [0.7893, 3.4055, 1.8175], [2.3555, -6.0161, -1.2695], [-3.6576, -1.9118, 5.0182], [0.5250, 4.1237, -0.5691], [0.0534, 1.3870, -4.3205], [5.6401, 3.7171, -4.6764], [-5.0003, 0.9251, 5.0977], [-0.7444, 0.9144, 0.0392], [-3.4410, -2.5795, 5.8485], [3.8642, 2.2928, -6.6743], [-3.6769, 5.2301, 1.4700], [-2.0812, 3.9452, -1.0527], [4.7854, 3.2910, -3.1864], [-2.0858, -1.6500, 2.1844], [-1.8108, 4.3680, 2.5861], [2.4430, 0.2688, 2.8924], [-1.1700, -5.1552, -0.8457], [4.1763, -5.2668, 0.2793], [2.1905, -1.3794, -1.6333], [1.6326, -6.0543, -0.4594], [-3.6294, 3.7683, 1.2353], [2.1828, 1.5768, -4.5910], [-2.9579, 0.7367, 5.7246], [-1.6348, 0.8021, 5.3276], [-2.2921, -3.2168, 0.9182], [4.9177, -4.4977, 0.4992], [1.0536, 0.1480, -3.0472], [-0.2634, 4.2214, 0.1800], [5.9673, 1.0553, -4.2388], [2.8950, -2.5692, -1.8043], [-1.8838, -4.9355, 2.1566], [-4.3973, 3.0542, 0.6425], [-0.2961, -1.7499, 4.1126], [1.0947, 5.0749, -0.5349], [-0.8297, 4.2412, 3.2864], [-1.3608, -3.2753, 0.3522], [3.2049, 3.8855, -0.8575], [4.5574, 0.6739, -6.6091], [-3.3049, -6.5536, 0.8451], [-3.0366, -2.8977, 0.1839], [4.7037, 1.7604, -4.7298], [-1.7780, -0.7269, -1.1321], [5.1882, -4.2024, -2.0581], [1.9971, 0.3354, 1.1827], [-1.5497, 7.1572, 3.3096], [2.7214, 2.6428, 3.0117], [3.8754, 3.7736, -4.6156], [2.0854, 2.3348, -5.3562], [3.2058, 2.1155, -0.6269], [0.8398, 0.9472, 4.4775], [-5.4139, 5.8868, 0.3922], [-2.0176, 2.0526, 1.8921], [-3.9622, 1.0163, 4.8097], [-4.2602, -1.5159, -5.6425], [1.8557, -3.3531, 0.1756], [-1.9515, -2.8720, 5.9350], [2.2369, -0.3119, -2.6616], [-5.0560, 8.2584, 1.0836], [-2.5560, 1.6001, -2.8011], [4.3688, -0.2676, -2.8109], [-1.7570, -6.8014, -1.0777], [0.1303, 1.0489, 3.6425]], "mulliken_charge": [0.47, -0.75, -0.61, -1.33, 0.03, 0.40, 0.44, 0.04, 0.37, 0.44, 0.49, 1.59, -0.53, 0.34, 2.16, 0.26, 0.36, -0.98, 0.40, -0.21, -0.50, 0.46, 0.48, 0.60, 0.47, 0.29, -1.39, -0.63, 0.33, 0.44, 0.89, -0.52, 0.41, -0.04, -0.79, 0.79, -0.59, 0.62, 1.73, 0.16, 0.30, -1.77, 0.40, -0.43, -0.42, -0.48, 0.21, 0.46, 0.08, -0.55, -0.02, -0.78, 0.06, 0.37, 0.12, -0.29, -0.99, -0.07, 0.18, -1.23, -2.27, 1.54, 0.47, -0.42, 0.06, 0.99, 0.61, -1.13, -0.91, 0.35, 0.44, 0.44, 0.42, 0.46, -1.69, 0.40, 0.43, -0.65, -1.57, -0.01, -0.56, 0.46, 0.52, 0.38, -0.74, -0.97, 0.31, 0.62, -0.25, 0.25, 0.51, 0.05, 0.48, 0.19, -1.74, -0.58, 0.27, -0.48, -0.66, -0.79, -0.74, 0.15, 0.38, -0.06, -0.25, -2.10, -1.04, 0.11, -0.64, 0.46, 0.62, -0.66, -0.46, 0.29, 0.39, 0.40, 0.34, 2.16, 0.59, 0.44, -0.79, 0.53, 0.46, 0.30, 0.35, 0.35, 0.21, 0.53, 2.85, -1.04, 0.34, -0.85, -0.34, 0.36, 0.41, -1.31, 0.64, 0.44, -1.79]}

[4]
{"formula": "C3H7NdO3", "method": "ωB97M-V/def2-TZVPD", "total_charge": 1, "total_energy_ha": -905.2835, "e_lumo_ev": [-5.128, -5.629], "de_lowest_kcal_mol": 5.1, "multiplicity": 5, "orbital_gap_ev": [9.206, 8.447], "s2": 6.011, "homo_ev": [-14.33, -14.08], "elements": ["H", "C", "Nd", "H", "C", "H", "O", "C", "O", "H", "H", "O", "H", "H"], "coordinates": [[-1.6002, -2.1552, 0.5192], [-0.9416, -1.6036, -0.1790], [1.9470, -0.8990, -0.9778], [0.4517, 2.6535, -0.3182], [0.3805, 1.7858, 0.3526], [-1.4227, -1.7749, -1.1625], [0.0223, 0.6191, -0.3819], [-1.0605, -0.1262, 0.1838], [0.3893, -1.9960, -0.0176], [-0.9442, -0.0879, 1.2814], [1.1517, 1.4382, 1.1572], [4.0750, -0.2323, -1.4090], [-2.0189, 0.3329, -0.0986], [-0.4294, 2.0457, 1.0505]], "lowdin_spin": [0.00, 0.00, 3.08, 0.00, 0.00, 0.00, 0.00, 0.00, -0.03, 0.00, 0.00, 0.96, 0.00, 0.00]}

[5]
{"formula": "C3HO2Yb", "method": "ωB97M-V/def2-TZVPD", "total_charge": 2, "total_energy_ha": -1423.2840, "e_lumo_ev": [-9.505, -13.918], "de_lowest_kcal_mol": 0.0, "multiplicity": 2, "orbital_gap_ev": [9.651, 4.942], "s2": 0.758, "homo_ev": [-19.16, -18.86], "elements": ["O", "C", "O", "Yb", "C", "C", "H"], "coordinates": [[1.3527, -0.7982, -0.0209], [0.5110, 0.1472, -0.0283], [0.9255, 1.3432, -0.0192], [3.2094, 0.6885, -0.0695], [-0.9105, -0.1325, 0.0017], [-2.0848, -0.3581, 0.1832], [-3.0034, -0.8902, -0.0470]], "lowdin_spin": [0.11, -0.01, 0.13, 0.03, 0.32, 0.42, 0.01]}

[6]
{"formula": "C2H2IOS", "method": "ωB97M-V/def2-TZVPD", "total_charge": -1, "total_energy_ha": -848.5150, "e_lumo_ev": 3.258, "de_lowest_kcal_mol": 45.7, "orbital_gap_ev": 5.963, "homo_ev": -2.70, "elements": ["H", "S", "O", "C", "H", "C", "I"], "coordinates": [[0.1728, -0.8570, -1.7172], [-0.2600, -0.2761, 2.3399], [-1.8382, 1.0120, 0.6537], [0.4639, -0.4664, -0.7761], [1.0123, -1.2772, -0.3753], [-0.9730, 0.3928, 1.0986], [1.4223, 1.4720, -1.2236]], "mulliken_charge": [0.27, -0.40, -0.35, -1.00, 0.28, 0.43, -0.24]}